1.
Below is a structure of composition C2H6CsO at a distorted geometry, with properties calculated with ωB97M-V/def2-TZVPD.

```
10
Properties=species:S:1:pos:R:3
H 0.917 5.872 20.949
H 2.454 8.405 21.668
H 2.223 6.552 19.902
C 1.823 6.477 20.914
C 1.529 7.854 21.496
O 0.860 7.622 22.736
H 0.906 8.474 20.851
H 1.450 7.844 23.460
H 2.595 5.936 21.461
Cs 0.734 4.201 21.065
```

## Properties
- HOMO energy: -0.528 Eh
- Total charge: +1
- Multiplicity: 1

Atom charges from the Löwdin analysis, given in e for atoms 1 to 8:
1 H -0.340
2 H 0.126
3 H 0.101
4 C -0.357
5 C -0.262
6 O -0.070
7 H 0.126
8 H 0.096

2.
Below is a cluster of 2 separate species, C2H6F2P in total at a distorted geometry, with properties calculated with ωB97M-V/def2-TZVPD.

```
11
Properties=species:S:1:pos:R:3
H -1.046 -2.241 0.872
H -1.244 -2.220 -0.986
H 1.463 2.347 0.860
H -1.271 -0.777 -0.062
F 1.159 -1.542 -1.801
C -0.782 -1.756 -0.076
P 0.939 -1.620 -0.296
C 0.480 2.168 0.514
H -0.268 2.167 1.306
H 0.095 2.698 -0.376
F 0.473 0.775 0.044
```

## Properties
- HOMO energy: -0.611 Eh
- Total charge: +1
- Multiplicity: 1

Atom charges from the Löwdin analysis, given in e for atoms 1 to 8:
1 H 0.075
2 H 0.095
3 H 0.076
4 H 0.070
5 F -0.189
6 C -0.278
7 P 1.168
8 C 0.055

3.
Below is a cluster of 2 separate species, C2H6F2P in total at a distorted geometry, with properties calculated with ωB97M-V/def2-TZVPD.

```
11
Properties=species:S:1:pos:R:3
C 0.418 0.631 1.590
C 0.314 -0.633 -1.492
H -0.656 -1.156 -1.931
H 1.501 0.711 1.619
H 0.251 1.765 1.436
H -0.151 0.084 2.499
F -1.895 0.979 -0.968
P -0.264 -0.158 0.135
F -1.209 -1.246 0.695
H 1.141 -1.219 -1.467
H 0.551 0.241 -2.117
```

## Properties
- HOMO energy: -0.628 Eh
- Total charge: +1
- Multiplicity: 1

Atom charges from the Löwdin analysis, given in e for atoms 1 to 8:
1 C -0.141
2 C -0.136
3 H 0.147
4 H 0.072
5 H 0.122
6 H 0.150
7 F -0.353
8 P 1.106

4.
Below is a cluster of 2 separate species, C2H6F3N4O in total at a distorted geometry, with properties calculated with ωB97M-V/def2-TZVPD.

```
16
Properties=species:S:1:pos:R:3
N 1.982 1.677 -0.444
O -1.197 -0.686 0.730
F -0.300 -2.310 -0.492
H 1.669 -1.193 1.003
C -1.434 -1.819 -0.027
F -2.051 -2.765 0.617
H 1.764 2.675 -0.552
N 2.044 -0.262 0.750
N 0.058 0.612 -0.402
H 3.080 -0.247 0.602
H -1.050 1.899 -1.516
C 1.434 0.670 0.055
H -0.977 2.086 0.299
N -0.830 1.519 -0.546
F -2.189 -1.563 -1.122
H -2.003 -0.294 1.044
```

## Properties
- HOMO energy (alpha / beta): -0.540 / -0.540 Eh
- Total charge: +1
- Multiplicity: 1

Atom charges from the Löwdin analysis, given in e for atoms 1 to 8:
1 N 0.230
2 O 0.111
3 F 0.188
4 H 0.141
5 C -0.738
6 F 0.223
7 H 0.121
8 N 0.202

5.
Below is the molecule C2H6FN3 at a distorted geometry, with properties calculated with ωB97M-V/def2-TZVPD.

```
12
Properties=species:S:1:pos:R:3
C -0.040 0.489 -0.008
N -0.515 1.658 0.013
N 1.323 0.456 0.013
H -0.460 -1.394 0.933
F -2.097 -0.640 -0.014
H -0.460 -1.450 -0.884
C -0.745 -0.832 -0.011
H 1.989 -1.311 0.836
H 1.672 1.356 -0.199
H 2.161 -1.204 -0.828
N 2.082 -0.665 0.016
H -1.548 1.677 0.094
```

## Properties
- HOMO energy: -0.329 Eh
- Structure (SMILES): [H]/N=C(\CF)NN
- Multiplicity: 1

Atom charges from the Löwdin analysis, given in e for atoms 1 to 8:
1 C -0.460
2 N 0.120
3 N -0.080
4 H 0.137
5 F -0.031
6 H 0.127
7 C -0.165
8 H 0.109

6.
Below is a cluster of 2 separate species, C2H6FNS in total at a distorted geometry, with properties calculated with ωB97M-V/def2-TZVPD.

```
11
Properties=species:S:1:pos:R:3
H -0.916 2.345 -0.998
H 0.859 -2.116 1.282
H 0.864 2.359 -0.963
C -0.085 0.489 -0.352
F 1.327 -1.452 0.832
N 0.965 -0.151 -0.887
C -0.036 1.994 -0.457
S -1.339 -0.310 0.368
H 1.728 0.341 -1.325
H 0.994 -1.159 -0.851
H -0.081 2.424 0.546
```

## Properties
- HOMO energy: -0.298 Eh
- Structure (SMILES): CC(N)=S.F
- Multiplicity: 1

Atom charges from the Löwdin analysis, given in e for atoms 1 to 8:
1 H 0.077
2 H 0.096
3 H 0.071
4 C -0.930
5 F -0.112
6 N 0.049
7 C -0.112
8 S 0.588

7.
Below is a cluster of 2 separate species, C2H6FOP in total at a distorted geometry, with properties calculated with ωB97M-V/def2-TZVPD.

```
11
Properties=species:S:1:pos:R:3
O -1.485 -0.242 -1.635
H -0.959 0.606 0.031
H 0.919 1.105 1.365
H 2.448 1.021 0.534
H -2.816 -0.247 -1.833
H -1.493 -1.513 -0.019
C 1.401 0.767 0.404
F 0.931 -1.410 1.763
C -0.954 -0.508 -0.275
P 1.007 -1.137 0.023
H 1.001 1.559 -0.358
```

## Properties
- HOMO energy: -0.347 Eh
- Multiplicity: 1

Atom charges from the Löwdin analysis, given in e for atoms 1 to 8:
1 O -0.348
2 H 0.078
3 H 0.040
4 H -0.003
5 H 0.289
6 H 0.088
7 C -0.330
8 F -0.437

8.
Below is a cluster of 2 separate species, C2H6I2OSi in total at a distorted geometry, with properties calculated with ωB97M-V/def2-TZVPD.

```
12
Properties=species:S:1:pos:R:3
I -0.673 2.747 -0.141
H 2.099 -0.322 2.817
H 0.446 0.524 -2.612
I -2.733 -1.024 -0.016
Si -0.776 0.327 -0.529
O 1.301 -0.179 0.928
H -1.064 0.751 -2.940
C 1.105 -0.554 2.186
H 0.840 -1.596 2.425
H -0.634 -0.936 -2.577
H 0.563 0.161 2.831
C -0.474 0.101 -2.372
```

## Properties
- HOMO energy (alpha / beta): -0.315 / -0.315 Eh
- Multiplicity: 1

Atom charges from the Löwdin analysis, given in e for atoms 1 to 8:
1 I 0.450
2 H 0.116
3 H 0.008
4 I 0.469
5 Si -0.148
6 O -0.339
7 H 0.011
8 C -0.385

9.
Below is the ion C2H6IN2S with charge +1 at a distorted geometry, with properties calculated with ωB97M-V/def2-TZVPD.

```
12
Properties=species:S:1:pos:R:3
C -0.495 0.065 -1.876
N -0.581 -0.287 -0.621
I 2.313 0.414 -0.459
S -0.551 1.825 1.078
H -1.486 -0.732 -0.342
H -1.461 -0.143 -2.424
C 0.113 0.052 0.655
H 0.960 -1.126 2.177
N 0.148 -1.024 1.546
H 0.185 -1.836 0.899
H 0.516 2.282 1.772
H 0.339 0.512 -2.404
```

## Properties
- HOMO energy: -0.490 Eh
- Total charge: +1
- Structure (SMILES): C=[NH+][C@](N)(S)I
- Multiplicity: 1

Atom charges from the Löwdin analysis, given in e for atoms 1 to 8:
1 C 0.115
2 N -0.087
3 I 0.623
4 S 0.716
5 H 0.184
6 H 0.152
7 C -0.922
8 H 0.127

10.
Below is a cluster of 2 separate species, C2H6INOP in total at a distorted geometry, with properties calculated with ωB97M-V/def2-TZVPD.

```
12
Properties=species:S:1:pos:R:3
H -3.036 2.349 -0.229
C -0.208 1.568 0.353
H 0.392 -0.016 1.588
P -2.400 1.402 -1.038
H 1.637 0.516 0.441
H 0.566 -1.682 -0.096
N 0.157 -0.779 -0.375
O -0.008 2.633 0.808
H -0.894 -0.871 -0.347
C 0.569 0.299 0.552
I -3.251 -0.513 0.211
H 0.439 -0.572 -1.342
```

## Properties
- HOMO energy (alpha / beta): -0.456 / -0.456 Eh
- Total charge: +1
- Multiplicity: 1

Atom charges from the Löwdin analysis, given in e for atoms 1 to 8:
1 H -0.190
2 C -0.342
3 H 0.156
4 P 0.377
5 H 0.156
6 H 0.184
7 N 0.141
8 O 0.124

11.
Below is a structure of composition C2H6KO2 at a distorted geometry, with properties calculated with ωB97M-V/def2-TZVPD.

```
11
Properties=species:S:1:pos:R:3
H -15.296 4.030 -13.017
O -15.920 7.010 -13.656
H -15.556 5.434 -15.076
H -17.331 3.517 -14.110
H -17.164 5.697 -14.660
K -15.351 7.835 -10.831
C -16.179 4.668 -13.056
C -16.169 5.701 -14.210
O -17.325 3.838 -13.203
H -16.206 7.655 -14.314
H -16.188 5.286 -12.160
```

## Properties
- HOMO energy: -0.504 Eh
- Total charge: +1
- Multiplicity: 1

Atom charges from the Löwdin analysis, given in e for atoms 1 to 8:
1 H 0.123
2 O -0.142
3 H 0.127
4 H 0.095
5 H 0.123
6 K 0.968
7 C -0.220
8 C -0.205

12.
Below is a structure of composition C2H6MnO10S2 at a distorted geometry, with properties calculated with ωB97M-V/def2-TZVPD.

```
21
Properties=species:S:1:pos:R:3
C -0.767 -2.515 1.674
H -0.579 -2.883 2.705
O 3.130 2.724 0.799
O 1.042 1.424 0.922
O 1.865 2.741 2.813
H -1.801 -2.099 1.584
O 3.027 0.681 2.147
C -2.979 1.739 -0.967
O 0.911 -1.845 -3.548
H -4.065 1.606 -0.668
H -2.745 2.792 -0.717
O -2.262 0.833 -0.271
H -0.748 -3.289 0.874
H -3.095 1.605 -2.067
O 2.452 -0.126 -3.013
O 0.511 -0.547 -1.537
S 1.603 -1.176 -2.389
O 2.364 -2.136 -1.587
O 0.173 -1.531 1.411
Mn -0.327 0.150 0.165
S 2.292 1.852 1.669
```

## Properties
- HOMO energy (alpha / beta): 0.176 / 0.173 Eh
- Total charge: -4
- <S²>: 8.7542
- Multiplicity: 6

Atom charges from the Löwdin analysis, given in e for atoms 1 to 8:
1 C -0.402
2 H 0.023
3 O -0.489
4 O -0.489
5 O -0.537
6 H 0.028
7 O -0.438
8 C -0.423

13.
Below is a cluster of 2 separate species, C2H6N in total at a distorted geometry, with properties calculated with ωB97M-V/def2-TZVPD.

```
9
Properties=species:S:1:pos:R:3
H -1.185 -0.123 -0.973
C 0.407 0.850 0.017
N -0.622 -0.155 -0.142
H 1.187 -1.090 0.863
H 0.552 1.210 1.028
H -2.430 -0.151 0.999
H 0.958 -1.368 -0.901
C 0.667 -0.682 -0.018
H 0.466 1.509 -0.873
```

## Properties
- HOMO energy (alpha / beta): -0.603 / -0.616 Eh
- Total charge: +1
- Multiplicity: 1

Atom charges from the Löwdin analysis, given in e for atoms 1 to 8:
1 H 0.133
2 C -0.014
3 N 0.027
4 H 0.148
5 H 0.134
6 H 0.318
7 H 0.171
8 C -0.064

14.
Below is the molecule C2H6N2 at a distorted geometry, with properties calculated with ωB97M-V/def2-TZVPD.

```
10
Properties=species:S:1:pos:R:3
H -1.266 1.572 -1.160
C -0.693 0.756 -0.572
H -1.366 1.537 1.307
N 0.150 -0.056 -1.124
H 1.994 -0.877 -0.537
H -0.357 0.217 1.366
H 0.870 -0.935 0.815
H 0.652 -2.071 -0.559
N -0.921 0.859 0.825
C 0.938 -1.001 -0.361
```

## Properties
- HOMO energy: -0.332 Eh
- Structure (SMILES): C/N=C\N
- Multiplicity: 1

Atom charges from the Löwdin analysis, given in e for atoms 1 to 8:
1 H 0.132
2 C -0.268
3 H 0.028
4 N -0.062
5 H 0.056
6 H 0.051
7 H 0.077
8 H 0.084

15.
Below is the molecule C2H6N2 at a distorted geometry, with properties calculated with ωB97M-V/def2-TZVPD.

```
10
Properties=species:S:1:pos:R:3
N -1.154 -0.430 -0.572
H 0.660 1.261 0.543
H -2.536 0.305 0.595
H 1.298 1.016 -1.094
H 0.620 -1.405 -1.032
H 2.043 0.199 0.285
H -0.569 -0.566 1.136
N -1.640 -0.206 0.598
C 0.187 -0.699 -0.322
C 1.092 0.525 -0.137
```

## Properties
- HOMO energy (alpha / beta): -0.294 / -0.294 Eh
- Structure (SMILES): C/C=N\N
- Multiplicity: 1

Atom charges from the Löwdin analysis, given in e for atoms 1 to 8:
1 N -0.067
2 H 0.055
3 H 0.099
4 H 0.060
5 H 0.072
6 H 0.061
7 H 0.188
8 N -0.011

16.
Below is the molecule C2H6N2 at a distorted geometry, with properties calculated with ωB97M-V/def2-TZVPD.

```
10
Properties=species:S:1:pos:R:3
C -0.341 -1.178 0.582
H 1.289 1.093 -1.241
H 0.560 2.492 0.371
N -0.146 -0.328 -0.691
H -0.062 -2.280 0.469
N -0.105 1.783 0.231
H -0.033 -0.631 1.493
H -0.122 -0.777 -1.538
H -1.387 -1.137 0.902
C 0.347 0.964 -0.579
```

## Properties
- HOMO energy: -0.327 Eh
- Structure (SMILES): [H]/N=C/NC
- Multiplicity: 1

Atom charges from the Löwdin analysis, given in e for atoms 1 to 8:
1 C -0.080
2 H 0.136
3 H 0.021
4 N -0.059
5 H 0.091
6 N 0.096
7 H 0.068
8 H 0.062

17.
Below is a structure of composition C2H6N2O at a distorted geometry, with properties calculated with ωB97M-V/def2-TZVPD.

```
11
Properties=species:S:1:pos:R:3
H -1.640 -1.127 -0.896
C -1.607 -0.073 -0.638
N 1.974 -0.021 0.502
H -1.558 0.510 -1.589
H 2.182 0.275 1.441
C 0.681 0.049 0.030
H -0.319 -0.352 1.778
H 2.620 0.320 -0.198
O 0.489 0.189 -1.180
N -0.415 -0.067 0.783
H -2.406 0.298 -0.034
```

## Properties
- HOMO energy: -0.344 Eh
- Multiplicity: 1

Atom charges from the Löwdin analysis, given in e for atoms 1 to 8:
1 H 0.063
2 C 0.069
3 N 0.138
4 H 0.078
5 H 0.086
6 C -0.726
7 H 0.113
8 H 0.098

18.
Below is the molecule C2H6N2O at a distorted geometry, with properties calculated with ωB97M-V/def2-TZVPD.

```
11
Properties=species:S:1:pos:R:3
H -0.937 -0.207 2.228
C 0.230 0.679 -0.688
C -0.904 -0.400 1.186
H 0.747 1.566 -0.932
H 0.409 1.044 1.509
H 1.653 -0.789 -0.643
N 0.024 0.478 0.701
N 0.837 -0.536 -1.276
O -1.378 -1.350 0.510
H -0.816 0.807 -1.225
H 0.134 -1.292 -1.369
```

## Properties
- HOMO energy: -0.338 Eh
- Structure (SMILES): NCNC=O
- Multiplicity: 1

Atom charges from the Löwdin analysis, given in e for atoms 1 to 8:
1 H 0.107
2 C -0.295
3 C -0.318
4 H 0.090
5 H 0.159
6 H 0.095
7 N -0.020
8 N -0.016

19.
Below is the molecule C2H6N2O at a distorted geometry, with properties calculated with ωB97M-V/def2-TZVPD.

```
11
Properties=species:S:1:pos:R:3
H 0.940 -0.140 1.167
C 0.662 0.246 0.188
N 1.657 -0.323 -0.678
H 0.497 1.324 0.103
H -2.644 0.109 0.619
H 2.203 -1.064 -0.277
C -0.725 -0.369 -0.011
H -1.594 1.461 0.380
N -1.762 0.471 0.328
O -0.921 -1.548 -0.161
H 1.687 -0.168 -1.657
```

## Properties
- HOMO energy: -0.326 Eh
- Structure (SMILES): NCC(N)=O
- Multiplicity: 1

Atom charges from the Löwdin analysis, given in e for atoms 1 to 8:
1 H 0.129
2 C -0.205
3 N 0.010
4 H 0.103
5 H 0.097
6 H 0.071
7 C -0.548
8 H 0.084